Record 1
# C7H19N3

A gas-phase ion, C7H19N3 (charge +2) at a distorted geometry (ωB97M-V/def2-TZVPD, OMol25).

Each atom is followed by the atoms it is bonded to, with distances in Å.
Element x y z (Å)
1 C -0.11 -0.43 -0.13  N8 1.414, N9 1.341, N10 1.518
2 C -2.18 -1.93 -0.53  N8 1.485, H11 1.092, H12 1.058, H13 1.139
3 C -2.41 0.44 -0.16  N8 1.432, H14 1.131, H15 1.097, H16 1.123
4 C 2.19 -1.34 -1.06  N9 1.484, H17 1.067, H18 1.112, H19 1.105
5 C 0.92 1.70 -0.69  N10 1.544, H20 1.033, H21 1.122, H22 1.150
6 C 1.73 0.17 1.37  N10 1.548, H23 1.059, H24 1.087, H25 1.084
7 C -0.32 1.55 1.36  N10 1.493, H26 1.173, H27 1.123, H28 1.060
8 N -1.51 -0.67 -0.14  C1 1.414, C2 1.485, C3 1.432
9 N 0.73 -1.24 -0.80  C1 1.341, C4 1.484, H29 1.021
10 N 0.60 0.75 0.49  C1 1.518, C5 1.544, C6 1.548, C7 1.493
11 H -2.60 -1.80 -1.53  C2 1.092
12 H -1.60 -2.74 -0.17  C2 1.058
13 H -3.15 -2.05 0.05  C2 1.139
14 H -2.89 0.57 0.86  C3 1.131
15 H -1.82 1.36 -0.27  C3 1.097
16 H -3.14 0.48 -1.01  C3 1.123
17 H 2.68 -2.10 -0.49  C4 1.067
18 H 2.73 -0.43 -0.70  C4 1.112
19 H 2.42 -1.53 -2.12  C4 1.105
20 H 0.05 1.63 -1.25  C5 1.033
21 H 1.19 2.66 -0.17  C5 1.122
22 H 1.91 1.27 -1.07  C5 1.150
23 H 2.49 0.91 1.44  C6 1.059
24 H 1.43 -0.19 2.35  C6 1.087
25 H 2.14 -0.66 0.80  C6 1.084
26 H 0.23 2.32 2.05  C7 1.173
27 H -0.94 2.27 0.78  C7 1.123
28 H -0.96 1.02 2.02  C7 1.060
29 H 0.19 -1.97 -1.27  N9 1.021

As for the SMILES: C/[NH+]=C(/N(C)C)[N+](C)(C)C. Its strongest force on any atom is 5.75 eV/A. Its total charge is +2. The total energy is -441.62991 Ha. The HOMO-LUMO gap comes out at 9.96 eV. The HOMO energy comes out at -0.6635 Eh. The energy above the lowest of the compared OMol25 structures with the same formula, charge and spin comes out at 73.37 kcal/mol.


Record 2
# C58H109NO28

14 unconnected molecules or ions with the total composition C58H109NO28 at a distorted geometry (ωB97M-V/def2-TZVPD, OMol25).

Each atom is followed by the atoms it is bonded to, with distances in Å.
Element x y z (Å)
1 O 19.60 21.95 18.87  C2 1.217
2 C 19.47 21.04 18.07  O1 1.217, O3 1.336, C6 1.484
3 O 19.35 19.74 18.35  C2 1.336, C4 1.449
4 C 19.24 19.36 19.74  O3 1.449, C5 1.505, H7 1.095, H8 1.049
5 C 17.77 19.51 20.05  C4 1.505, H9 1.070, H10 1.128, H11 1.085
6 C 19.51 21.26 16.60  C2 1.484, H12 1.060, H13 1.093, H14 1.040
7 H 19.82 20.05 20.36  C4 1.095
8 H 19.58 18.37 19.83  C4 1.049
9 H 17.08 18.87 19.53  C5 1.070
10 H 17.47 20.57 19.80  C5 1.128
11 H 17.56 19.34 21.10  C5 1.085
12 H 18.89 22.08 16.36  C6 1.060
13 H 19.22 20.38 16.02  C6 1.093
14 H 20.48 21.43 16.26  C6 1.040
15 O 16.21 16.60 22.12  C16 1.218
16 C 16.71 16.38 23.21  O15 1.218, O17 1.313, C20 1.525
17 O 16.95 17.29 24.13  C16 1.313, C18 1.458
18 C 16.52 18.62 23.71  O17 1.458, C19 1.548, H21 1.100, H22 1.070
19 C 17.50 19.48 24.54  C18 1.548, H23 1.115, H24 1.118, H25 1.141
20 C 17.19 14.97 23.51  C16 1.525, H26 1.119, H27 1.052, H28 1.090
21 H 15.54 18.83 24.17  C18 1.100
22 H 16.54 18.84 22.67  C18 1.070
23 H 17.26 19.43 25.63  C19 1.115
24 H 17.31 20.54 24.23  C19 1.118
25 H 18.59 19.25 24.31  C19 1.141
26 H 16.92 14.59 24.53  C20 1.119
27 H 18.24 14.98 23.52  C20 1.052
28 H 16.82 14.28 22.75  C20 1.090
29 O 20.06 11.99 19.33  C30 1.192
30 C 19.94 12.67 20.31  O29 1.192, O31 1.388, C34 1.498
31 O 18.76 12.93 20.98  C30 1.388, C32 1.396
32 C 17.65 12.28 20.44  O31 1.396, C33 1.560, H35 1.090, H36 1.137
33 C 17.60 10.74 20.66  C32 1.560, H37 1.088, H38 1.064, H39 1.062
34 C 21.06 13.48 20.88  C30 1.498, H40 1.110, H41 1.086, H42 1.131
35 H 17.57 12.43 19.37  C32 1.090
36 H 16.70 12.70 20.89  C32 1.137
37 H 18.46 10.15 20.31  C33 1.088
38 H 16.80 10.37 20.08  C33 1.064
39 H 17.38 10.38 21.63  C33 1.062
40 H 21.98 13.20 20.31  C34 1.110
41 H 21.12 13.38 21.96  C34 1.086
42 H 21.08 14.58 20.63  C34 1.131
43 O 15.27 18.44 14.13  C44 1.232
44 C 16.20 19.10 14.59  O43 1.232, O45 1.351, C48 1.558
45 O 17.52 18.80 14.60  C44 1.351, C46 1.427
46 C 17.83 17.72 13.72  O45 1.427, C47 1.516, H49 1.053, H50 1.136
47 C 19.28 17.77 13.28  C46 1.516, H51 1.038, H52 1.115, H53 1.080
48 C 15.87 20.35 15.45  C44 1.558, H54 1.062, H55 1.099, H56 1.084
49 H 17.29 17.76 12.81  C46 1.053
50 H 17.63 16.73 14.25  C46 1.136
51 H 19.47 17.07 12.54  C47 1.038
52 H 19.94 17.34 14.06  C47 1.115
53 H 19.63 18.76 13.01  C47 1.080
54 H 15.30 20.01 16.28  C48 1.062
55 H 15.11 20.92 14.89  C48 1.099
56 H 16.76 20.90 15.75  C48 1.084
57 O 17.57 10.31 17.11  C58 1.213
58 C 17.98 9.76 16.11  O57 1.213, O59 1.363, C62 1.503
59 O 19.17 10.11 15.54  C58 1.363, C60 1.457
60 C 19.60 11.37 16.12  O59 1.457, C61 1.480, H63 1.033, H64 1.107
61 C 20.80 11.88 15.42  C60 1.480, H65 1.068, H66 1.085, H67 1.065
62 C 17.42 8.57 15.40  C58 1.503, H68 1.119, H69 1.074, H70 1.083
63 H 19.72 11.27 17.14  C60 1.033
64 H 18.80 12.11 15.92  C60 1.107
65 H 21.58 11.15 15.46  C61 1.068
66 H 21.14 12.79 15.90  C61 1.085
67 H 20.64 12.07 14.38  C61 1.065
68 H 16.58 7.99 15.88  C62 1.119
69 H 18.12 7.81 15.09  C62 1.074
70 H 17.11 9.01 14.46  C62 1.083
71 O 21.71 16.34 10.64  C72 1.221
72 C 22.59 15.50 10.68  O71 1.221, O73 1.372, C76 1.517
73 O 22.75 14.67 11.76  C72 1.372, C74 1.419
74 C 21.91 14.93 12.88  O73 1.419, C75 1.537, H77 1.130, H78 1.111
75 C 22.57 15.93 13.84  C74 1.537, H79 1.135, H80 1.109, H81 1.005
76 C 23.49 15.12 9.52  C72 1.517, H82 1.125, H83 1.091, H84 1.107
77 H 21.74 13.91 13.33  C74 1.130
78 H 20.92 15.33 12.59  C74 1.111
79 H 22.00 15.94 14.82  C75 1.135
80 H 22.31 16.97 13.56  C75 1.109
81 H 23.55 15.72 13.92  C75 1.005
82 H 22.96 14.38 8.86  C76 1.125
83 H 24.49 14.76 9.78  C76 1.091
84 H 23.52 15.98 8.81  C76 1.107
85 O 14.63 16.38 11.75  C86 1.188
86 C 13.65 16.60 12.38  O85 1.188, O87 1.355, C90 1.495
87 O 13.15 15.73 13.29  C86 1.355, C88 1.474
88 C 13.96 14.53 13.51  O87 1.474, C89 1.528, H91 1.091, H92 1.120
89 C 13.70 13.54 12.38  C88 1.528, H93 1.092, H94 1.076, H95 1.111
90 C 12.82 17.84 12.23  C86 1.495, H96 1.091, H97 1.059, H98 1.076
91 H 13.66 14.03 14.44  C88 1.091
92 H 15.03 14.87 13.48  C88 1.120
93 H 13.62 14.08 11.43  C89 1.092
94 H 12.80 12.96 12.46  C89 1.076
95 H 14.57 12.85 12.29  C89 1.111
96 H 13.56 18.48 11.74  C90 1.091
97 H 12.40 18.21 13.13  C90 1.059
98 H 12.10 17.54 11.49  C90 1.076
99 O 15.05 21.06 21.14  C100 1.223
100 C 14.06 20.51 20.66  O99 1.223, O101 1.376, C104 1.479
101 O 12.79 21.04 20.68  C100 1.376, C102 1.495
102 C 12.70 22.41 21.29  O101 1.495, C103 1.484, H105 1.171, H106 1.076
103 C 11.38 22.57 21.94  C102 1.484, H107 1.090, H108 1.107, H109 1.067
104 C 14.14 19.16 20.07  C100 1.479, H110 1.092, H111 1.090, H112 1.041
105 H 12.82 23.21 20.45  C102 1.171
106 H 13.57 22.55 21.91  C102 1.076
107 H 11.33 21.76 22.67  C103 1.090
108 H 10.55 22.63 21.21  C103 1.107
109 H 11.39 23.49 22.49  C103 1.067
110 H 14.84 18.60 20.69  C104 1.092
111 H 14.51 19.28 19.05  C104 1.090
112 H 13.23 18.66 20.10  C104 1.041
113 O 18.72 14.17 13.08  C114 1.219
114 C 17.91 13.41 12.58  O113 1.219, O115 1.324, C118 1.480
115 O 17.34 13.66 11.41  C114 1.324, C116 1.442
116 C 17.96 14.69 10.62  O115 1.442, C117 1.529, H119 1.087, H120 1.071
117 C 17.53 14.45 9.18  C116 1.529, H121 1.073, H122 1.065, H123 1.078
118 C 17.34 12.23 13.27  C114 1.480, H124 1.089, H125 1.055, H126 1.089
119 H 19.03 14.69 10.83  C116 1.087
120 H 17.65 15.67 10.94  C116 1.071
121 H 16.48 14.24 9.06  C117 1.073
122 H 18.00 13.60 8.74  C117 1.065
123 H 17.71 15.34 8.60  C117 1.078
124 H 16.39 12.54 13.72  C118 1.089
125 H 18.06 11.82 13.91  C118 1.055
126 H 17.14 11.43 12.56  C118 1.089
127 O 15.16 12.27 15.50  C128 1.226
128 C 14.81 11.81 16.59  O127 1.226, O129 1.287, C132 1.488
129 O 14.07 10.77 16.72  C128 1.287, C130 1.429
130 C 13.53 10.23 15.51  O129 1.429, C131 1.554, H133 1.064, H134 1.087
131 C 12.71 8.94 15.78  C130 1.554, H135 1.088, H136 1.048, H137 1.079
132 C 15.18 12.36 17.92  C128 1.488, H138 1.072, H139 1.090, H140 1.135
133 H 14.35 9.98 14.88  C130 1.064
134 H 12.89 10.98 15.04  C130 1.087
135 H 12.25 8.58 14.86  C131 1.088
136 H 11.94 9.20 16.44  C131 1.048
137 H 13.28 8.11 16.16  C131 1.079
138 H 16.13 12.85 17.80  C132 1.072
139 H 15.18 11.53 18.62  C132 1.090
140 H 14.42 13.12 18.27  C132 1.135
141 O 9.61 18.63 13.41  C142 1.238
142 C 9.82 17.47 13.79  O141 1.238, O143 1.315, C146 1.458
143 O 10.39 17.21 14.94  C142 1.315, C144 1.437
144 C 10.40 18.30 15.88  O143 1.437, C145 1.547, H147 1.102, H148 1.098
145 C 10.33 17.67 17.29  C144 1.547, H149 1.126, H150 1.054, H151 1.093
146 C 9.44 16.26 13.06  C142 1.458, H152 1.098, H153 1.133, H154 1.109
147 H 9.59 19.04 15.77  C144 1.102
148 H 11.32 18.90 15.79  C144 1.098
149 H 11.30 17.16 17.55  C145 1.126
150 H 9.57 16.96 17.45  C145 1.054
151 H 10.19 18.48 18.02  C145 1.093
152 H 8.36 16.32 12.88  C146 1.098
153 H 9.72 15.30 13.59  C146 1.133
154 H 9.90 16.21 12.05  C146 1.109
155 O 14.11 11.27 21.16  C156 1.230
156 C 13.08 11.66 20.61  O155 1.230, O157 1.344, C160 1.511
157 O 12.71 12.95 20.65  C156 1.344, C158 1.464
158 C 13.60 13.82 21.41  O157 1.464, C159 1.506, H161 1.121, H162 1.095
159 C 12.99 15.19 21.41  C158 1.506, H163 1.096, H164 1.106, H165 1.098
160 C 12.09 10.84 19.82  C156 1.511, H166 1.075, H167 1.066, H168 1.033
161 H 14.63 13.73 20.96  C158 1.121
162 H 13.67 13.45 22.44  C158 1.095
163 H 13.40 15.80 22.23  C159 1.096
164 H 11.91 15.01 21.61  C159 1.106
165 H 13.18 15.71 20.46  C159 1.098
166 H 12.29 9.82 20.11  C160 1.075
167 H 12.22 10.98 18.77  C160 1.066
168 H 11.13 11.08 20.10  C160 1.033
169 O 10.81 11.50 16.31  C170 1.223
170 C 10.51 12.30 15.44  O169 1.223, O171 1.348, C174 1.545
171 O 11.02 13.55 15.42  C170 1.348, C172 1.456
172 C 11.60 13.95 16.70  O171 1.456, C173 1.542, H175 1.109, H176 1.087
173 C 10.51 14.02 17.78  C172 1.542, H177 1.062, H178 1.114, H179 1.096
174 C 9.59 11.90 14.26  C170 1.545, H180 1.093, H181 1.088, H182 1.090
175 H 12.03 14.96 16.54  C172 1.109
176 H 12.37 13.23 16.98  C172 1.087
177 H 10.97 14.19 18.73  C173 1.062
178 H 9.95 13.06 17.82  C173 1.114
179 H 9.79 14.81 17.52  C173 1.096
180 H 8.55 12.12 14.52  C174 1.093
181 H 9.77 10.88 13.95  C174 1.088
182 H 9.83 12.55 13.42  C174 1.090
183 C 18.92 15.28 17.92  C184 1.419, C188 1.407, H192 1.080
184 C 18.16 15.76 19.02  C183 1.419, C185 1.379, H193 1.064
185 C 16.83 16.07 18.82  C184 1.379, C186 1.392, H194 1.053
186 C 16.34 16.03 17.52  C185 1.392, C187 1.393, N189 1.486
187 C 17.06 15.54 16.43  C186 1.393, C188 1.370, H195 1.104
188 C 18.37 15.18 16.63  C183 1.407, C187 1.370, H196 1.086
189 N 14.88 16.26 17.39  C186 1.486, O190 1.213, O191 1.231
190 O 14.50 16.51 16.26  N189 1.213
191 O 14.14 16.16 18.36  N189 1.231
192 H 19.94 14.96 18.05  C183 1.080
193 H 18.58 15.74 20.00  C184 1.064
194 H 16.20 16.47 19.56  C185 1.053
195 H 16.64 15.17 15.48  C187 1.104
196 H 18.95 14.64 15.88  C188 1.086

Its strongest force on any atom is 5.34 eV/A. The total energy is -4436.84867 Ha. The HOMO-LUMO gap comes out at 9.36 eV. The HOMO energy comes out at -0.3569 Eh.


Record 3
# C6H7NO

A single C6H7NO molecule at a distorted geometry (ωB97M-V/def2-TZVPD, OMol25).

Each atom is followed by the atoms it is bonded to, with distances in Å.
Element x y z (Å)
1 C -2.28 1.02 0.23  C2 1.517, H7 1.168, H8 1.050, H9 1.110
2 C -1.42 -0.21 0.00  C1 1.517, C3 1.540, O15 1.197
3 C 0.09 0.05 -0.08  C2 1.540, C4 1.388, N14 1.348
4 C 0.83 1.22 -0.21  C3 1.388, C5 1.400, H10 1.106
5 C 2.14 0.74 -0.08  C4 1.400, C6 1.368, H11 1.265
6 C 2.15 -0.60 0.17  C5 1.368, H12 1.035, N14 1.345
7 H -3.37 0.61 0.33  C1 1.168
8 H -2.28 1.78 -0.49  C1 1.050
9 H -2.07 1.56 1.17  C1 1.110
10 H 0.38 2.21 -0.39  C4 1.106
11 H 3.10 1.57 -0.10  C5 1.265
12 H 2.94 -1.27 0.29  C6 1.035
13 H 0.49 -2.13 0.23  N14 1.174
14 N 0.88 -1.02 0.16  C3 1.348, C6 1.345, H13 1.174
15 O -1.80 -1.31 -0.28  C2 1.197

As for the SMILES: CC(=O)c1ccc[nH]1. Its strongest force on any atom is 5.80 eV/A. The total energy is -362.77399 Ha. The HOMO-LUMO gap comes out at 9.34 eV. The HOMO energy comes out at -0.3129 Eh. The energy above the lowest of the compared OMol25 structures with the same formula, charge and spin comes out at 24.78 kcal/mol.


What is the HOMO-LUMO gap in the second record? 9.36 eV